A) This record from the Open Molecules 2025 dataset describes a 2-piece molecular cluster, C3H9N2O overall. The level of theory is ωB97M-V/def2-TZVPD.

Calculated values
HOMO energy (spin up / spin down): -14.22 / -13.52 eV
2S+1: 1
frontier orbital gap (spin up / spin down): 0.350 / 0.321 hartree
charge: +1

Each line ends with the natural charge from an NBO analysis.
Cartesian coordinates (Å):
1 C -0.8542 0.6150 -0.5006  -0.359
2 C -0.9298 -0.8273 1.1703  0.049
3 C 0.5659 -0.0404 -0.2920  0.445
4 N 1.8327 0.7846 -0.0509  -0.769
5 N -1.7103 -0.4741 0.0309  -0.601
6 O 0.4279 -0.9403 0.6158  -0.514
7 H -1.1607 1.5462 0.0323  0.247
8 H -1.0901 0.7601 -1.6627  0.269
9 H -1.0238 -0.1549 1.9781  0.199
10 H -1.2895 -1.8993 1.6121  0.237
11 H 1.0623 -0.7377 -2.2868  -0.013
12 H 2.4211 0.0224 0.3244  0.474
13 H 2.1135 1.0130 -1.0275  0.473
14 H 1.5591 1.6404 0.5584  0.462
15 H -1.9240 -1.3078 -0.5016  0.401

=====

B) This record from the Open Molecules 2025 dataset describes an isolated ion of composition C3H9N2O and charge +1. The level of theory is ωB97M-V/def2-TZVPD.

Calculated values
HOMO energy: -15.00 eV
2S+1: 1
frontier orbital gap: 0.380 hartree
charge: +1
structure (SMILES): C/[N+](O)=C/CN

Each line ends with the natural charge from an NBO analysis.
Cartesian coordinates (Å):
1 C -2.3086 0.0937 0.0704  -0.439
2 N -0.9795 0.0153 -0.2316  0.046
3 O -0.5888 0.5384 -1.4349  -0.522
4 C -0.0558 -0.4341 0.6348  0.176
5 C 1.4519 -0.1487 0.4620  -0.293
6 N 1.6830 0.8195 -0.5316  -0.830
7 H -2.5511 1.2369 0.1717  0.263
8 H -2.2789 -0.2814 1.1161  0.226
9 H -3.0931 -0.4973 -0.5545  0.278
10 H 0.4038 0.9807 -1.3858  0.505
11 H -0.4697 -0.9775 1.5009  0.241
12 H 2.0556 -1.1757 0.3429  0.267
13 H 1.6880 0.2818 1.4787  0.256
14 H 2.2990 0.5712 -1.2392  0.412
15 H 2.0033 1.6879 -0.0738  0.414

=====

C) This record from the Open Molecules 2025 dataset describes C3H9N2O as an isolated structure. The level of theory is ωB97M-V/def2-TZVPD.

Calculated values
HOMO energy: -14.87 eV
2S+1: 1
frontier orbital gap: 0.428 hartree
charge: +1

Each line ends with the natural charge from an NBO analysis.
Cartesian coordinates (Å):
1 C -0.9183 -0.1892 -0.9482  -0.284
2 C -0.0213 -1.3442 -0.5387  -0.116
3 C 0.5401 0.1362 1.1414  0.520
4 N 1.5881 0.8490 0.6970  -0.820
5 N -0.9857 0.7827 0.1270  -0.685
6 O 0.4260 -1.1316 0.8155  -0.446
7 H -0.4412 0.0901 -1.8743  0.232
8 H -1.9320 -0.4661 -1.1140  0.241
9 H -0.5908 -2.2796 -0.5244  0.228
10 H 0.5785 -1.5119 -1.4571  0.211
11 H 0.2409 0.2911 2.0947  0.197
12 H 2.0461 0.5230 -0.1969  0.427
13 H 1.9255 1.6646 1.2545  0.443
14 H -0.6428 1.6674 -0.2258  0.416
15 H -1.8131 0.9184 0.7492  0.437

=====

Verdict on stability: C) comes out on top.

=====

A) This record from the Open Molecules 2025 dataset describes a 2-piece molecular cluster, C4H15N2O2 overall. The level of theory is ωB97M-V/def2-TZVPD.

Calculated values
HOMO energy: -14.18 eV
2S+1: 1
frontier orbital gap: 0.414 hartree
charge: +1

Each line ends with the natural charge from an NBO analysis.
Cartesian coordinates (Å):
1 C 1.2051 -0.5955 -0.3025  -0.098
2 O 1.5790 -1.4694 -1.3544  -0.719
3 C -0.3063 -0.4948 -0.3058  -0.061
4 C -0.9894 0.3533 0.7358  -0.454
5 C -0.3589 1.7545 0.8191  -0.239
6 N -0.3791 2.5186 -0.4451  -0.883
7 N -0.6400 0.0528 -1.6709  -0.715
8 H 1.8115 0.2954 -0.4816  0.205
9 H 1.5810 -0.9027 0.6772  0.208
10 H 1.1222 -2.3167 -1.3311  0.477
11 H -0.7540 -1.4847 -0.2676  0.228
12 H -0.9219 -0.0656 1.7011  0.264
13 H -2.0815 0.4193 0.6931  0.232
14 H 0.6463 1.6843 1.2385  0.202
15 H -0.9103 2.2857 1.6007  0.216
16 H -0.4377 1.0705 -1.6496  0.469
17 H 0.5418 2.9145 -0.6041  0.383
18 H -0.9264 3.3661 -0.3394  0.396
19 H -1.6387 0.1003 -1.8733  0.432
20 H -0.1287 -0.4488 -2.3977  0.449
21 H 1.3915 -2.7522 2.0370  0.480
22 H 0.1601 -3.5590 1.5643  0.480
23 O 0.4345 -2.7261 1.9561  -0.955

=====

B) This record from the Open Molecules 2025 dataset describes a 2-piece molecular cluster, C4H15N2O2 overall. The level of theory is ωB97M-V/def2-TZVPD.

Calculated values
HOMO energy: -13.53 eV
2S+1: 1
frontier orbital gap: 0.391 hartree
charge: +1

Each line ends with the natural charge from an NBO analysis.
Cartesian coordinates (Å):
1 N -0.0867 -1.6502 -0.2521  -0.709
2 C 0.9941 -0.8074 -0.8759  -0.232
3 C 0.3200 0.0613 -1.9263  -0.256
4 N -0.8693 0.6298 -1.3328  -0.666
5 C -0.6179 1.7126 -0.3562  -0.253
6 C -1.4025 1.4895 0.9208  -0.075
7 O -0.8770 0.3290 1.5872  -0.766
8 H -0.8914 -0.9600 -0.3073  0.472
9 H -0.3500 -2.4509 -0.8065  0.422
10 H 0.0688 -1.9265 0.7102  0.451
11 H 1.7933 -1.4346 -1.2557  0.239
12 H 1.3768 -0.1861 -0.0742  0.242
13 H 0.1647 -0.4792 -2.8615  0.226
14 H 1.0430 0.8125 -2.2546  0.214
15 H -1.5715 0.9244 -1.9967  0.402
16 H -0.9867 2.6429 -0.7978  0.219
17 H 0.4380 1.8040 -0.1395  0.206
18 H -1.2618 2.3591 1.5658  0.193
19 H -2.4508 1.3346 0.6762  0.181
20 H -1.5502 -0.0202 2.1804  0.487
21 H 2.5802 -2.1261 2.5703  0.487
22 H 1.8107 -0.7789 2.8323  0.486
23 O 2.3259 -1.2797 2.1939  -0.968

=====

Verdict on stability: B) comes out on top.

=====

A) This record from the Open Molecules 2025 dataset describes an isolated ion of composition C4H11FN3 and charge +1. The level of theory is ωB97M-V/def2-TZVPD.

Calculated values
HOMO energy: -13.18 eV
2S+1: 1
frontier orbital gap: 0.369 hartree
charge: +1
structure (SMILES): N[C@H]1NC[NH2+]C[C@@H]1F

Each line ends with the natural charge from an NBO analysis.
Cartesian coordinates (Å):
1 N 2.0690 1.7255 -0.0470  -0.830
2 C 1.0864 0.8096 0.3700  0.110
3 N -0.2279 1.2937 0.0328  -0.621
4 C -1.3275 0.6699 0.3670  0.022
5 N -1.3810 -0.9746 -0.1866  -0.558
6 C -0.0776 -1.6143 0.2313  -0.267
7 C 1.1005 -0.7808 -0.2707  0.189
8 F 2.1753 -1.4252 0.1235  -0.318
9 H 2.1741 1.9864 -0.9844  0.375
10 H 3.0302 1.3099 0.1140  0.397
11 H 1.2634 0.7358 1.5549  0.199
12 H -0.0854 2.0754 -0.6632  0.434
13 H -1.4042 0.4448 1.4489  0.201
14 H -2.2398 1.1096 0.0255  0.238
15 H -1.5926 -1.0726 -1.1263  0.410
16 H -2.1742 -1.3482 0.1842  0.410
17 H 0.0125 -2.5532 -0.0759  0.228
18 H 0.1151 -1.6545 1.2844  0.232
19 H 1.0511 -0.6972 -1.3212  0.151

=====

B) This record from the Open Molecules 2025 dataset describes an isolated ion of composition C4H11FN3 and charge +1. The level of theory is ωB97M-V/def2-TZVPD.

Calculated values
HOMO energy: -13.28 eV
2S+1: 1
frontier orbital gap: 0.320 hartree
charge: +1
structure (SMILES): C[C@@](F)(C=[NH2+])C(N)N

Each line ends with the natural charge from an NBO analysis.
Cartesian coordinates (Å):
1 C 1.4860 -0.6584 -1.0146  -0.670
2 C 0.3836 0.1901 -0.4182  0.343
3 F 0.7881 1.4612 -0.1553  -0.346
4 C -0.8922 0.3085 -1.4975  0.303
5 N -1.3263 1.4772 -1.7833  -0.609
6 C -0.3118 -0.4506 0.8388  0.070
7 N 0.5356 -0.6062 1.9652  -0.838
8 N -1.4719 0.3837 1.0810  -0.850
9 H 1.0932 -1.6277 -1.3111  0.236
10 H 1.9230 -0.1707 -1.8822  0.243
11 H 2.2724 -0.8110 -0.2780  0.254
12 H -1.3387 -0.5996 -1.8680  0.236
13 H -2.1456 1.6482 -2.3630  0.443
14 H -0.8595 2.2915 -1.3804  0.443
15 H -0.6718 -1.4397 0.5375  0.202
16 H 1.0918 0.1990 2.2159  0.382
17 H 1.0702 -1.4604 1.9958  0.389
18 H -1.1825 1.2945 1.4251  0.370
19 H -2.0518 -0.0236 1.8068  0.395

=====

Verdict on stability: B) comes out on top.